{
  "formula": "C5H8ClN3",
  "method": "ωB97M-V/def2-TZVPD",
  "mol_weight_da": 145.59,
  "total_energy_ev": -22284.342,
  "homo_lumo_gap_ev": [6.6, 6.6],
  "total_charge": 2,
  "relative_energy_kj_mol": 0.00,
  "e_lumo_ev": [-10.8754, -10.7265],
  "symbols": ["C", "C", "C", "C", "C", "N", "N", "N", "Cl", "H", "H", "H", "H", "H", "H", "H", "H"],
  "xyz": [[-3.340, 0.024, 0.240], [-1.158, 1.302, 0.003], [-4.494, -0.579, 0.321], [0.555, -0.101, -0.784], [1.653, -0.695, 0.128], [-2.159, 0.355, 0.149], [-0.012, 1.117, -0.423], [2.867, 0.051, 0.409], [-6.047, -0.879, 0.170], [-1.631, 2.292, 0.222], [1.026, -0.084, -1.864], [-0.284, -0.906, -0.792], [1.935, -1.768, -0.200], [1.227, -0.804, 1.137], [3.342, 0.245, -0.587], [3.647, -0.521, 0.978], [2.874, 0.951, 0.892]],
  "forces_ev_per_angstrom": [[1.8949, 0.1563, -0.3066], [-1.5861, 1.7846, 0.0151], [0.1203, 0.6281, -0.2177], [0.1723, -3.2359, -2.3830], [-1.8652, -2.0620, 1.8401], [-3.3345, -2.2109, 0.3206], [1.3732, 1.6346, 0.5153], [5.3527, -0.1524, -2.4713], [0.9548, 0.1141, 0.1765], [1.0520, -0.4633, -0.0739], [-1.2104, 0.3905, 1.8385], [1.6003, 0.7442, -0.1755], [-0.3937, 1.9711, 0.2116], [-0.2235, -0.3108, -0.3146], [-0.7805, -0.2313, 2.6639], [-2.2369, 1.1006, -1.5711], [-0.8896, 0.1424, -0.0679]]
}